Entry from the OMol25 dataset: an isolated molecule of C11H12ClN2O2PS (ωB97M-V with the def2-TZVPD basis set).

Computed properties:
2S+1 = 1
SMILES = CC[C@@H](Cl)c1cc2nccnc2cc1P(O)(O)=S
LUMO = -1.72 eV
Molar mass = 302.72 g mol⁻¹
Energy above the lowest of the compared OMol25 structures with the same formula, charge and spin = 12.890 eV

CARTESIAN COORDINATES (ANGSTROEM)
C 3.482 1.559 -0.552
C 2.149 1.680 -1.479
C 1.456 0.214 -1.892
Cl 2.664 -1.125 -2.256
C 0.201 -0.138 -0.917
C -1.236 0.640 -1.283
C -2.622 0.488 -0.423
N -3.818 1.286 -0.863
C -5.004 1.094 0.038
C -4.978 0.083 1.313
N -3.815 -0.740 1.793
C -2.647 -0.474 0.887
C -1.228 -1.270 1.259
C 0.159 -1.108 0.389
P 1.682 -2.079 0.945
O 1.357 -2.601 2.614
O 3.182 -1.212 1.016
S 1.802 -3.779 -0.074
H 4.271 0.762 -0.880
H 3.980 2.643 -0.514
H 3.126 1.360 0.570
H 1.355 2.444 -1.044
H 2.495 2.163 -2.515
H 0.958 0.461 -2.953
H -1.265 1.363 -2.232
H -5.988 1.702 -0.209
H -5.991 -0.016 1.937
H -1.217 -1.984 2.214
H 1.860 -1.953 3.222
H 3.630 -1.463 1.888